Formula: C21H54BrIN3O3PSi
Source: OMol25
Level of theory: wB97M-V/def2-TZVPD

Cartesian coordinates (Å):
C (5.1623, 2.7466, 4.5969)
C (5.5274, 3.7157, 3.4342)
C (6.8538, 3.1555, 2.7588)
I (6.7293, 3.2083, 0.5989)
Si (8.3060, 4.1333, 3.4981)
Br (9.6834, 2.6636, 4.5785)
P (9.5572, 5.2406, 2.0351)
O (10.6362, 4.3540, 1.4677)
O (10.3414, 6.4474, 2.9298)
O (8.6811, 6.0708, 0.8774)
H (6.0512, 2.3704, 5.1414)
H (4.5884, 1.8651, 4.2709)
H (4.5514, 3.3051, 5.3278)
H (5.6568, 4.7601, 3.7561)
H (4.7279, 3.6690, 2.6745)
H (6.9906, 2.0967, 3.0381)
H (7.8716, 5.1046, 4.5153)
H (9.8762, 7.2649, 2.7191)
H (9.2489, 6.8132, 0.6412)
C (0.8178, -0.3463, -3.2651)
C (1.1666, 0.0386, -1.8340)
N (2.5806, -0.0754, -1.5187)
C (2.8600, 0.0503, -0.0954)
C (2.5600, 1.3920, 0.5769)
C (3.4874, 0.6468, -2.3986)
C (3.3102, 2.1632, -2.5210)
H (1.1435, -1.3632, -3.4898)
H (-0.2641, -0.2990, -3.4030)
H (1.2659, 0.3336, -3.9922)
H (0.6132, -0.6376, -1.1749)
H (0.7835, 1.0498, -1.6370)
H (3.9080, -0.2085, 0.0833)
H (2.2869, -0.7249, 0.4253)
H (3.3122, 2.1420, 0.3341)
H (2.5773, 1.2666, 1.6635)
H (1.5767, 1.7823, 0.3120)
H (3.4064, 0.2138, -3.3998)
H (4.5171, 0.4329, -2.0983)
H (2.2622, 2.4565, -2.6027)
H (3.8185, 2.5214, -3.4197)
H (3.7525, 2.6922, -1.6769)
C (-2.3424, -1.1476, 0.0122)
C (-1.5153, -2.2891, 0.5862)
N (-1.6463, -2.4400, 2.0253)
C (-0.6711, -3.3603, 2.5949)
C (-0.7461, -4.8325, 2.1818)
C (-3.0066, -2.5791, 2.5236)
C (-3.8456, -3.7484, 1.9992)
H (-2.0893, -0.1982, 0.4876)
H (-2.1438, -1.0529, -1.0575)
H (-3.4144, -1.3233, 0.1273)
H (-0.4658, -2.0786, 0.3574)
H (-1.7709, -3.2140, 0.0501)
H (-0.7206, -3.2964, 3.6859)
H (0.3257, -2.9868, 2.3366)
H (-1.5645, -5.3523, 2.6784)
H (0.1756, -5.3409, 2.4770)
H (-0.8542, -4.9581, 1.1041)
H (-3.5449, -1.6519, 2.3058)
H (-2.9809, -2.6218, 3.6161)
H (-3.7345, -3.8930, 0.9229)
H (-4.9041, -3.5577, 2.1935)
H (-3.5970, -4.6827, 2.5007)
C (-7.5147, 0.9191, -1.8049)
C (-6.5044, -0.2196, -1.8286)
N (-7.1017, -1.5294, -2.0314)
C (-6.1687, -2.6237, -1.8020)
C (-4.9655, -2.7500, -2.7399)
C (-7.9484, -1.6643, -3.2073)
C (-7.3226, -1.3830, -4.5766)
H (-8.2730, 0.7565, -1.0375)
H (-7.0030, 1.8570, -1.5820)
H (-8.0126, 1.0439, -2.7684)
H (-5.9952, -0.2227, -0.8596)
H (-5.7372, 0.0046, -2.5832)
H (-6.7217, -3.5676, -1.8077)
H (-5.7908, -2.5264, -0.7780)
H (-5.2463, -3.1617, -3.7085)
H (-4.2365, -3.4393, -2.3043)
H (-4.4574, -1.7978, -2.8970)
H (-8.8083, -0.9995, -3.0849)
H (-8.3856, -2.6666, -3.2157)
H (-6.6843, -0.4980, -4.5706)
H (-8.1114, -1.2093, -5.3126)
H (-6.7375, -2.2284, -4.9362)

The structure (SMILES) is CC[C@@H](I)[Si@@H](Br)P(=O)(O)O.CCN(CC)CC.CCN(CC)CC.CCN(CC)CC. The calculation puts the HOMO-LUMO gap at 8.1 eV. The LUMO energy is -0.052 eV. Its net charge is 0.


Formula: C21H54Hg2N2O15
Source: OMol25
Level of theory: wB97M-V/def2-TZVPD

Cartesian coordinates (Å):
Hg (1.2933, 3.6816, -3.2702)
Hg (6.0535, 4.2113, 0.0812)
C (2.2928, 2.1154, 0.6179)
O (1.5579, 1.5427, -0.1982)
O (3.3907, 1.7916, 0.8473)
O (2.2393, 3.2927, 0.3086)
C (0.0784, 5.1837, 5.3340)
C (1.0344, 5.3640, 6.5017)
O (0.9732, 6.6347, 7.0259)
O (0.4527, 6.0317, 4.2636)
H (-0.9441, 5.1929, 5.7117)
H (-0.0366, 4.1367, 5.0534)
H (2.0362, 5.3213, 6.0745)
H (0.8628, 4.6888, 7.3400)
H (1.1677, 7.1525, 6.2413)
H (0.8833, 5.4103, 3.6720)
C (3.2817, -2.5989, 4.0625)
C (3.8929, -1.8139, 5.3162)
O (3.7886, -0.4341, 5.1657)
O (4.0335, -2.4349, 2.8948)
H (2.1977, -2.5109, 3.9896)
H (3.3383, -3.6386, 4.3850)
H (4.8854, -2.2100, 5.5314)
H (3.2194, -2.0967, 6.1253)
H (3.7911, -0.4407, 4.2057)
H (4.0377, -1.5152, 2.6196)
C (-4.1974, 2.1395, 0.1894)
C (-4.3179, 0.8765, 1.1384)
O (-3.2206, 0.5047, 1.9706)
O (-3.2896, 1.8706, -0.8854)
H (-3.8754, 2.9941, 0.7845)
H (-5.2344, 2.3494, -0.0725)
H (-4.3037, -0.0116, 0.5066)
H (-5.2398, 0.9951, 1.7077)
H (-2.5205, 0.5422, 1.3148)
H (-2.4642, 1.7370, -0.4138)
C (7.2275, -1.0193, -2.5816)
C (8.4247, -0.3138, -1.9940)
O (8.1526, 1.0923, -1.9428)
O (6.9018, -0.4456, -3.9414)
H (6.3739, -1.0272, -1.9039)
H (7.5352, -2.0618, -2.6632)
H (9.2682, -0.5684, -2.6358)
H (8.7593, -0.6425, -1.0101)
H (8.0407, 1.4777, -2.8149)
H (6.4990, 0.4143, -3.8008)
C (-5.5362, -8.8003, 4.9820)
O (-4.9198, -8.4460, 3.7282)
C (-3.8768, -7.4613, 3.9049)
C (-2.6324, -7.6594, 2.8550)
N (-2.9258, -7.1236, 1.5535)
C (-3.0207, -5.6403, 1.7170)
C (-2.7325, -5.0420, 0.3438)
O (-3.9246, -5.0908, -0.4036)
C (-4.0573, -4.4277, -1.6485)
H (-6.5245, -9.1709, 4.7101)
H (-5.6953, -7.9010, 5.5770)
H (-4.9604, -9.5060, 5.5809)
H (-3.3543, -7.7431, 4.8191)
H (-4.1034, -6.3961, 3.8567)
H (-2.3481, -8.6807, 2.6017)
H (-1.7329, -7.1962, 3.2606)
H (-3.8704, -7.3386, 1.2679)
H (-2.3451, -5.1413, 2.4117)
H (-4.0112, -5.4118, 2.1103)
H (-1.9001, -5.6524, -0.0066)
H (-2.2360, -4.0859, 0.5101)
H (-4.2023, -3.3945, -1.3329)
H (-4.9586, -4.7874, -2.1449)
H (-3.1299, -4.4761, -2.2191)
C (0.7410, 0.3596, -5.2823)
O (0.6381, 1.7415, -5.5143)
C (0.4204, 2.0694, -6.9209)
C (0.1808, 3.6144, -7.0466)
N (-0.6394, 3.9971, -5.9208)
C (-1.0685, 5.4395, -6.0327)
C (-1.7464, 5.8078, -4.6684)
O (-0.9154, 5.4376, -3.5832)
C (-0.8007, 6.5429, -2.7293)
H (1.7644, 0.1233, -5.5736)
H (-0.0602, -0.1782, -5.7892)
H (0.6689, -0.0916, -4.2927)
H (-0.2410, 1.3560, -7.4126)
H (1.3344, 1.9319, -7.4987)
H (-0.3322, 3.8336, -7.9830)
H (1.1894, 4.0239, -7.1027)
H (-1.4114, 3.3483, -5.9766)
H (-1.7837, 5.5776, -6.8435)
H (-0.2992, 6.1990, -6.1721)
H (-2.6409, 5.2175, -4.4697)
H (-2.1279, 6.8288, -4.6592)
H (-0.4146, 7.3746, -3.3186)
H (-0.0525, 6.4543, -1.9416)
H (-1.7256, 6.6029, -2.1557)

The calculation puts the HOMO-LUMO gap at 1.1 eV. The LUMO energy is -11.468 eV. As for the relative energy (zero: lowest compared OMol25 entry of this formula, charge and spin): 16.060 eV. Its net charge is +2.


Formula: C21H54N2O7
Source: OMol25
Level of theory: wB97M-V/def2-TZVPD

Cartesian coordinates (Å):
C (3.2284, -0.2305, -0.3629)
C (3.5818, 1.2649, -0.2783)
C (2.3425, 2.0575, -0.6691)
O (3.8351, 1.4592, 1.1188)
H (2.9306, -0.5064, -1.3744)
H (2.3916, -0.5155, 0.2748)
H (4.0575, -0.8787, -0.0791)
H (4.4018, 1.5821, -0.9226)
H (2.6116, 3.1138, -0.6654)
H (1.5235, 1.8887, 0.0301)
H (2.0902, 1.9521, -1.7242)
H (4.7899, 1.4599, 1.2177)
C (-0.1105, -1.0505, -5.6258)
C (0.8821, -1.2994, -4.4784)
C (1.9960, -0.1687, -4.3970)
O (0.1535, -1.2407, -3.2545)
H (-0.2074, 0.0268, -5.7601)
H (-1.1495, -1.3369, -5.4633)
H (0.1588, -1.4515, -6.6030)
H (1.3737, -2.2389, -4.7309)
H (1.6321, 0.8278, -4.1464)
H (2.2905, -0.0330, -5.4376)
H (2.7632, -0.4509, -3.6760)
H (-0.7606, -1.4979, -3.3952)
C (2.3634, -0.3419, 3.3454)
C (2.4788, 1.0442, 4.0310)
C (3.8688, 1.4506, 4.4652)
O (2.1378, 1.8692, 3.0168)
H (2.4341, -1.0156, 4.1994)
H (3.0648, -0.6463, 2.5686)
H (1.3047, -0.4580, 3.1134)
H (1.7434, 1.1427, 4.8294)
H (4.5505, 1.5867, 3.6257)
H (4.3603, 0.8449, 5.2265)
H (3.7904, 2.4788, 4.8182)
H (2.8602, 2.0047, 2.3992)
C (-1.0363, 1.8916, 1.6419)
O (-2.2399, 2.4292, 1.1436)
C (-2.1539, 2.8808, -0.2398)
C (-3.4430, 3.7298, -0.3582)
N (-3.5392, 4.5845, -1.5664)
C (-4.8158, 5.3036, -1.6067)
C (-4.8655, 6.5735, -0.6661)
O (-6.0955, 7.1720, -1.0308)
C (-6.4695, 8.3331, -0.3053)
H (-0.6681, 0.9795, 1.1722)
H (-1.1921, 1.7175, 2.7066)
H (-0.2225, 2.6043, 1.5087)
H (-2.2575, 2.0226, -0.9037)
H (-1.1710, 3.3138, -0.4254)
H (-3.4941, 4.5150, 0.3960)
H (-4.2328, 3.0291, -0.0876)
H (-3.1759, 4.1529, -2.4041)
H (-5.5775, 4.6574, -1.1705)
H (-5.1411, 5.4719, -2.6333)
H (-3.9920, 7.1386, -0.9915)
H (-4.7805, 6.3948, 0.4058)
H (-6.4046, 8.1995, 0.7746)
H (-7.4532, 8.6756, -0.6264)
H (-5.8685, 9.0746, -0.8317)
C (0.2732, -4.9562, -2.6510)
O (-0.5711, -4.4314, -1.6026)
C (0.0877, -3.6465, -0.5964)
C (1.4171, -4.1588, 0.0384)
N (1.2261, -5.1438, 1.0567)
C (0.6149, -4.6041, 2.2077)
C (0.2393, -5.8000, 3.1848)
O (-0.7153, -6.7206, 2.6124)
C (-0.7633, -8.0217, 3.2451)
H (1.1485, -4.3449, -2.8707)
H (-0.3121, -4.9549, -3.5705)
H (0.6049, -5.9622, -2.3939)
H (-0.7405, -3.4788, 0.0921)
H (0.2961, -2.7169, -1.1260)
H (2.0661, -3.3277, 0.3143)
H (2.0074, -4.6025, -0.7634)
H (1.9183, -5.8789, 1.0781)
H (-0.3015, -4.0287, 2.0768)
H (1.2918, -3.9721, 2.7826)
H (-0.1045, -5.4365, 4.1532)
H (1.1218, -6.4170, 3.3538)
H (-1.5423, -8.5621, 2.7074)
H (-0.8878, -7.7585, 4.2955)
H (0.1519, -8.6136, 3.2373)

The calculation puts the HOMO-LUMO gap (alpha / beta) at 1.7 / 8.8 eV. The LUMO energy (alpha / beta) is 2.392 / 2.385 eV. Its multiplicity is 2. Its net charge is -1.


Formula: C21H55Cu2N5O8
Source: OMol25
Level of theory: wB97M-V/def2-TZVPD

Cartesian coordinates (Å):
Cu (9.6672, 10.1292, -11.6692)
Cu (8.1505, 6.0547, -11.5671)
C (7.9297, 8.3866, -12.7749)
O (8.3243, 9.4434, -13.3085)
O (7.7722, 7.3048, -13.3399)
O (8.2320, 8.3139, -11.5896)
C (8.1366, 10.7577, -7.3994)
C (8.1644, 10.5787, -8.9375)
C (7.5512, 11.7603, -9.7511)
O (8.1220, 11.7923, -11.1252)
C (7.5776, 12.8200, -11.9245)
N (9.5041, 10.2158, -9.4337)
H (8.5107, 11.6504, -6.8980)
H (8.6615, 9.9876, -6.8341)
H (7.0940, 10.7424, -7.0820)
H (7.6054, 9.6966, -9.2497)
H (7.6793, 12.7044, -9.2216)
H (6.4778, 11.5979, -9.8490)
H (7.7241, 12.6983, -12.9977)
H (7.9495, 13.8072, -11.6502)
H (6.4887, 12.8405, -11.8804)
H (10.0861, 10.8623, -8.9204)
H (9.6588, 9.3131, -9.0079)
C (12.8383, 12.1153, -14.3797)
C (12.0848, 11.5644, -13.1873)
C (11.5920, 12.6345, -12.1780)
O (10.8103, 12.0625, -11.1268)
C (10.6259, 13.0558, -10.1237)
N (10.9347, 10.7743, -13.6830)
H (13.7544, 12.6254, -14.0820)
H (12.1962, 12.8438, -14.8749)
H (13.1606, 11.2887, -15.0129)
H (12.7415, 10.8977, -12.6285)
H (10.8896, 13.2765, -12.7095)
H (12.4502, 13.2298, -11.8662)
H (10.1615, 14.0105, -10.3708)
H (11.5955, 13.2394, -9.6608)
H (9.9813, 12.7216, -9.3107)
H (10.4050, 11.4035, -14.2693)
H (11.0775, 10.0221, -14.3417)
C (5.1026, 11.6579, -16.7297)
C (5.9344, 11.4376, -15.4713)
C (5.1662, 11.0770, -14.1480)
O (4.3748, 12.1715, -13.6773)
C (3.3125, 11.6959, -12.7803)
N (6.8546, 10.3586, -15.7059)
H (4.7489, 10.6964, -17.1018)
H (5.6713, 12.2510, -17.4459)
H (4.2724, 12.2953, -16.4254)
H (6.5057, 12.3044, -15.1391)
H (5.8449, 10.7944, -13.3432)
H (4.5953, 10.1688, -14.3414)
H (2.4776, 11.1383, -13.2048)
H (2.9509, 12.5805, -12.2562)
H (3.6550, 11.0927, -11.9395)
H (6.3490, 9.4862, -15.7635)
H (7.3830, 10.2124, -14.8577)
C (5.1664, 6.6848, -17.1753)
C (5.1817, 7.1438, -15.7421)
C (3.7929, 7.5134, -15.2356)
O (3.1136, 8.6629, -15.8614)
C (1.8384, 8.9141, -15.3894)
N (5.7558, 6.0146, -15.0142)
H (6.1526, 6.5481, -17.6190)
H (4.8619, 7.5083, -17.8212)
H (4.4934, 5.8360, -17.2970)
H (5.8119, 8.0096, -15.5389)
H (3.9534, 7.6738, -14.1695)
H (3.0980, 6.6749, -15.2822)
H (1.6808, 8.8137, -14.3155)
H (1.1661, 8.1595, -15.7976)
H (1.5113, 9.9221, -15.6447)
H (6.3009, 5.4444, -15.6449)
H (6.4851, 6.4626, -14.4780)
C (10.1684, 6.9837, -16.7432)
C (10.7563, 6.7146, -15.3584)
C (12.1128, 5.9214, -15.3848)
O (12.0908, 4.6127, -16.0297)
C (11.2272, 3.7375, -15.3786)
N (10.9705, 7.9950, -14.6677)
H (9.2903, 7.6134, -16.8863)
H (9.8325, 6.0847, -17.2600)
H (10.9382, 7.4521, -17.3564)
H (10.0288, 6.1432, -14.7819)
H (12.6711, 5.8012, -14.4564)
H (12.8037, 6.5064, -15.9918)
H (11.4003, 2.7544, -15.8165)
H (10.1991, 4.0802, -15.4949)
H (11.5024, 3.5646, -14.3382)
H (11.2835, 7.8640, -13.7164)
H (10.0349, 8.3443, -14.5173)

The calculation puts the HOMO-LUMO gap (alpha / beta) at 7.3 / 3.9 eV. The LUMO energy (alpha / beta) is -6.290 / -9.703 eV. As for the relative energy (zero: lowest compared OMol25 entry of this formula, charge and spin): 0.000 eV. Its multiplicity is 3. Its net charge is +2.


Formula: C21H55NO7
Source: OMol25
Level of theory: wB97M-V/def2-TZVPD

Cartesian coordinates (Å):
C (-9.0069, 4.1003, 13.9482)
C (-9.0806, 4.0472, 15.4931)
C (-9.7692, 2.7624, 15.9229)
C (-8.8495, 1.5618, 15.7494)
C (-7.6091, 1.7410, 16.6081)
C (-6.8232, 3.0079, 16.2645)
N (-7.7753, 4.0987, 16.1255)
O (-7.1181, 5.3351, 15.9673)
C (-5.8566, 3.2849, 17.3929)
C (-5.9952, 2.7757, 14.9940)
C (-9.8947, 5.2465, 15.9662)
H (-9.9973, 4.0473, 13.5006)
H (-8.4331, 3.2477, 13.5772)
H (-8.4418, 4.9631, 13.5835)
H (-10.1089, 2.8896, 16.9529)
H (-10.6626, 2.5754, 15.3190)
H (-8.6964, 1.2208, 14.7254)
H (-9.3936, 0.7023, 16.1775)
H (-7.0227, 0.8216, 16.6357)
H (-7.9667, 1.8789, 17.6374)
H (-6.2991, 3.6097, 18.3402)
H (-5.1563, 2.4581, 17.5123)
H (-5.2427, 4.1759, 17.2047)
H (-5.4557, 3.6886, 14.7077)
H (-5.1922, 2.0444, 15.1258)
H (-6.5591, 2.4809, 14.1079)
H (-9.5005, 6.1632, 15.5273)
H (-9.7973, 5.3244, 17.0488)
H (-10.9275, 5.1455, 15.6345)
H (-7.1186, 5.5341, 15.0197)
C (1.3067, -0.0582, 12.9460)
C (0.8887, 0.9884, 13.9775)
O (-0.3960, 1.5040, 13.7000)
H (2.2555, -0.4923, 13.2672)
H (1.4056, 0.3848, 11.9565)
H (0.5486, -0.8404, 12.9288)
H (1.5848, 1.8353, 13.9589)
H (0.8574, 0.5665, 14.9776)
H (-0.4419, 1.9310, 12.8408)
C (1.4257, 1.5734, 21.2940)
C (-0.0271, 1.8862, 21.5639)
O (-0.3367, 3.1108, 20.9013)
H (1.5928, 1.8051, 20.2390)
H (1.6175, 0.5116, 21.4342)
H (2.0779, 2.2251, 21.8691)
H (-0.2592, 2.0379, 22.6297)
H (-0.6947, 1.0565, 21.2999)
H (-1.0004, 3.6096, 21.3825)
C (-1.6618, 2.9097, 16.5134)
C (-1.3209, 1.7805, 17.4229)
O (-2.5537, 1.2693, 17.9088)
H (-0.8013, 3.1628, 15.8855)
H (-2.0369, 3.7877, 17.0355)
H (-2.4216, 2.5923, 15.7935)
H (-0.7496, 2.1509, 18.2890)
H (-0.6736, 0.9960, 17.0132)
H (-2.5567, 1.0404, 18.8436)
C (-4.2149, -1.1187, 20.4748)
C (-4.4851, 0.3613, 20.3283)
O (-3.3049, 1.1490, 20.5211)
H (-3.5226, -1.4727, 19.7016)
H (-5.1253, -1.7113, 20.4473)
H (-3.6343, -1.2924, 21.3853)
H (-5.2317, 0.6110, 21.0938)
H (-4.9980, 0.6051, 19.3957)
H (-3.4387, 1.5995, 21.3572)
C (-2.9082, 6.7427, 16.0597)
C (-1.5360, 6.8505, 16.7090)
O (-1.7248, 6.5693, 18.0977)
H (-3.7766, 7.0871, 16.6104)
H (-3.0429, 5.6870, 15.8130)
H (-2.8526, 7.2682, 15.1015)
H (-1.0291, 7.8051, 16.5216)
H (-0.8586, 6.1011, 16.2810)
H (-0.8774, 6.4852, 18.5424)
C (-2.8028, -2.0365, 16.1188)
C (-1.7044, -2.0454, 17.1497)
O (-0.4705, -2.5052, 16.5833)
H (-2.4125, -1.7016, 15.1561)
H (-3.5135, -1.2457, 16.3875)
H (-3.3057, -2.9952, 16.0244)
H (-2.0532, -2.6626, 17.9934)
H (-1.4732, -1.0891, 17.6107)
H (-0.6066, -3.4134, 16.2989)

The structure (SMILES) is CC1(C)CCCC(C)(C)N1O.CCO.CCO.CCO.CCO.CCO.CCO. The calculation puts the HOMO-LUMO gap at 8.4 eV. The LUMO energy is 0.499 eV. As for the relative energy (zero: lowest compared OMol25 entry of this formula, charge and spin): 1.366 eV. Its net charge is 0.